Molecular formula: CH9NO2
Method: DFT, ωB97M-V/def2-TZVPD

The geometry in XYZ format:
```
13
Properties=species:S:1:pos:R:3:forces:R:3
C -1.37398 -0.57016 -0.83391 -1.1 -1.8 0.3
N -1.36678 0.63598 -0.00342 4.5 2.6 -2.6
H -0.48808 -0.85342 -1.40860 -0.1 0.7 0.0
H -1.50112 -1.44870 -0.16883 0.1 0.5 0.1
H -2.27881 -0.62002 -1.44664 0.3 0.3 -0.3
H -0.00542 1.33911 -0.48126 -4.1 -1.9 1.2
H -1.92559 1.37958 -0.42154 -0.1 -0.3 0.1
H -0.15320 0.40498 0.92377 1.2 -0.5 2.1
H 0.71548 0.82483 2.20457 -0.1 0.0 0.0
O 0.61522 0.11060 1.56938 -0.8 0.2 -0.7
H 3.27324 -0.75901 -0.08692 -0.1 0.2 -0.4
H 1.98261 -0.22124 0.48976 -0.3 0.2 -0.1
O 2.50643 -0.22253 -0.33636 0.4 -0.4 0.3
```
Forces are in eV/Å.

For the energy above the lowest of the compared OMol25 structures with the same formula, charge and spin, the calculation gives 2.855 eV. Its HOMO-LUMO gap is 10.210 eV. The calculation puts the HOMO energy at -10.40 eV. The value obtained for the calculated total energy is -248.61029 a.u.